16
Properties=species:S:1:pos:R:3:forces:R:3:mulliken_charge:R:1 method="wB97M-V/def2-TZVPD" homo_ev="-7.767 / -7.766" total_energy_ev=-9325.9466 de_lowest_ev=5.761
C -0.605514 -0.690945 0.702801 0.194 1.123 -2.941 0.2413
C 0.536915 -1.675151 0.573930 0.187 -0.314 -0.019 -1.1820
C -0.219803 0.698153 0.990706 0.234 2.055 0.322 0.3153
C 1.108559 1.528010 -0.824873 -0.678 -0.208 0.956 -0.3769
N -0.062320 1.286112 -0.334295 1.849 0.519 0.031 -0.1585
N -0.260972 1.389194 2.052194 -0.118 -0.564 -0.521 -0.6737
C -1.007289 -0.135300 -0.987102 -1.539 -2.872 1.794 -0.3592
C -1.609039 -0.263021 -2.051633 0.686 -0.393 0.624 -0.3609
H -1.411537 -1.039975 1.346755 -0.279 0.038 -0.575 0.3592
H -0.145350 2.375714 1.805604 0.257 -0.124 0.223 0.2717
H 0.206123 -2.573398 0.044862 -0.007 0.152 0.045 0.3227
H 1.376058 -1.249753 0.013271 -0.140 0.002 0.014 0.2856
H 0.922466 -1.992579 1.549621 -0.144 0.166 -0.051 0.3633
H 1.257844 1.748105 -1.881716 -0.421 0.095 0.165 0.3155
H 1.999974 1.454780 -0.200641 -0.003 -0.018 -0.007 0.2623
H -2.086115 -0.859947 -2.799484 -0.077 0.343 -0.060 0.3742